[1]
A structure of composition C5H7NO, computed with wB97M-V/def2-TZVPD.

```
14
Properties=species:S:1:pos:R:3:forces:R:3
C -1.26094 -0.23291 -0.11271 -6.9 -2.4 0.1
C -0.04313 -0.72021 -1.00184 -3.7 -0.7 -1.3
C 0.53822 0.75344 -0.80852 1.9 -2.0 -2.6
C 0.25999 0.84630 0.63421 2.0 2.8 5.7
C -0.34601 -0.52447 1.06349 0.2 2.6 -4.7
H -0.11060 -1.53187 -1.92098 0.1 3.1 1.8
H 0.03341 1.51249 -1.42583 0.5 -0.4 0.1
H 1.59925 0.53518 -1.08030 -0.4 1.4 0.3
H 1.19043 1.10774 1.38451 -1.9 -0.5 -2.1
H -0.55172 1.55987 0.96059 1.2 0.0 -0.7
H -0.33386 -0.65683 2.05974 -1.0 -0.6 3.3
H 1.20946 -1.26943 0.23689 3.7 -0.8 0.9
N 0.26936 -1.44962 0.19754 0.9 -2.2 -0.4
O -2.45387 0.07032 -0.18679 3.4 -0.2 -0.4
```
Forces are in eV/Å.

Summary:
Energy above the lowest of the compared OMol25 structures with the same formula, charge and spin ... 433.6 kJ/mol
Charge ... 0
Largest force on an atom ... 7.3 eV/Å
HOMO-LUMO gap ... 10.0 eV

Mulliken population analysis, charges in e, atoms 1 to 8:
1. C 0.28
2. C -0.14
3. C -0.55
4. C -0.62
5. C -0.36
6. H 0.32
7. H 0.32
8. H 0.28

[2]
An isolated molecule of CHNP2S2, computed with wB97M-V/def2-TZVPD.

```
7
Properties=species:S:1:pos:R:3:forces:R:3
N 0.72908 0.06828 0.93898 1.2 -1.5 0.3
C 1.50386 -0.87655 1.07450 -2.7 3.1 0.7
P 2.13081 -2.27588 1.77468 0.5 0.3 -0.2
S 2.05147 -3.30163 -0.06844 0.0 -0.2 -1.0
P 2.48963 -1.69005 -1.41458 0.1 -0.4 0.2
S 1.64482 -2.01401 -3.09129 0.1 -0.1 0.1
H 0.60138 1.06268 0.68536 0.9 -1.3 0.0
```
Forces are in eV/Å.

Summary:
Energy above the lowest of the compared OMol25 structures with the same formula, charge and spin ... 30.8 kJ/mol
Charge ... 0
Largest force on an atom ... 4.2 eV/Å
HOMO-LUMO gap ... 6.9 eV
SMILES ... N=C=P#S#P=S

Okay, here come the Mulliken numbers, in e, for every atom:
1. N -0.36
2. C 0.32
3. P -0.08
4. S -0.17
5. P 0.23
6. S -0.24
7. H 0.30

[3]
A cluster of 6 separate species, C26H48BrN6S in total, computed with wB97M-V/def2-TZVPD.

```
82
Properties=species:S:1:pos:R:3:forces:R:3
C -4.02863 -3.08954 -0.21425 0.0 -0.1 0.1
C -3.09912 -3.00177 -1.39156 0.0 0.2 -0.2
N -2.15643 -3.78563 -1.68302 0.1 -0.2 0.1
C -3.28973 -1.84954 -2.37337 -0.4 0.0 0.0
S -1.87476 -0.78423 -2.62568 0.2 0.1 -0.1
C -1.23230 -0.36432 -0.99580 0.0 0.1 0.1
C -0.51528 -1.43076 -0.16382 0.0 0.0 -0.1
C 0.57548 -0.79127 0.68465 0.1 -0.3 0.0
Br -0.12299 0.65815 1.77363 0.0 0.0 0.0
H -3.49649 -2.77058 0.69099 -0.1 0.0 -0.1
H -4.35266 -4.12269 -0.06626 0.0 0.1 0.0
H -4.90804 -2.45216 -0.31520 0.1 -0.1 -0.1
H -2.08969 -4.56811 -1.02857 0.0 0.1 0.0
H -3.49766 -2.25206 -3.37070 0.0 0.1 0.1
H -4.10135 -1.16374 -2.11361 0.1 -0.1 0.0
H -0.96854 -1.70463 -2.99941 0.0 -0.2 0.1
H -0.58133 0.48500 -1.22807 -0.1 -0.1 0.1
H -2.11305 0.04715 -0.49767 0.2 0.1 0.0
H -0.05926 -2.19230 -0.80831 0.0 0.1 0.1
H -1.23276 -1.93402 0.48898 0.1 0.0 -0.1
H 1.38717 -0.39069 0.07860 -0.1 0.1 0.0
H 1.01393 -1.50933 1.37425 -0.1 0.1 -0.1
C 3.17762 -6.22684 1.99499 0.0 0.0 0.1
C 1.82801 -5.71532 1.51499 0.0 0.0 0.0
C 1.93569 -4.78952 0.29604 0.0 -0.1 0.0
C 2.71108 -3.58298 0.58524 0.1 0.0 0.0
N 3.31370 -2.63694 0.83379 -0.1 0.0 -0.1
H 3.82558 -5.41370 2.32640 0.0 0.0 0.0
H 3.03106 -6.90942 2.83119 0.0 0.0 0.0
H 3.69343 -6.77310 1.20326 0.0 0.0 0.0
H 1.31711 -5.18591 2.32235 0.0 0.0 0.0
H 1.19232 -6.55850 1.24140 0.0 0.0 0.0
H 0.94410 -4.47745 -0.04169 0.0 0.0 0.0
H 2.41582 -5.30626 -0.53772 0.0 0.0 0.0
C 2.26987 -4.82709 6.07057 0.0 0.0 0.0
C 1.54886 -5.71711 7.07466 0.0 0.0 0.0
C 1.82694 -7.20816 6.85013 0.0 0.0 0.1
C 1.38625 -7.65318 5.52863 -0.1 -0.1 -0.2
N 1.02975 -7.98374 4.48652 0.1 0.1 0.1
H 1.93688 -5.03612 5.05187 0.0 0.0 0.0
H 2.07744 -3.77480 6.27800 0.0 0.0 0.0
H 3.34951 -4.98290 6.10949 0.0 0.0 0.0
H 0.47223 -5.54485 7.02498 0.0 0.0 0.0
H 1.86370 -5.46690 8.08851 0.0 0.0 0.0
H 1.31804 -7.81920 7.59672 0.0 0.0 0.0
H 2.89648 -7.41269 6.93304 0.0 0.0 0.0
C -2.21129 5.71586 -0.60767 0.0 -0.1 0.0
C -2.65079 4.92339 0.61531 0.0 0.0 -0.1
C -2.13943 3.47589 0.60693 -0.1 0.2 0.1
C -2.64592 2.71044 -0.52853 0.0 -0.2 -0.2
N -3.02400 2.08082 -1.41471 0.0 0.0 0.1
H -2.61269 5.28100 -1.52650 0.0 0.0 0.0
H -2.55697 6.74519 -0.54150 0.0 0.0 0.0
H -1.12194 5.73606 -0.68928 0.0 0.0 0.0
H -3.73947 4.91841 0.69199 0.0 0.0 0.0
H -2.27198 5.39836 1.52083 0.0 0.0 0.0
H -2.44846 2.94677 1.51068 0.0 0.0 0.0
H -1.04817 3.45360 0.57005 0.0 0.0 0.0
C -1.30235 8.01305 -4.30508 0.0 0.0 0.0
C -1.57182 9.50995 -4.22827 0.0 0.0 0.0
C -1.09619 10.12962 -2.90883 0.0 0.0 -0.1
C -1.77177 9.54096 -1.75337 -0.2 -0.1 0.2
N -2.32239 9.07657 -0.85721 0.1 0.1 -0.2
H -1.84145 7.47644 -3.52220 0.0 0.0 0.0
H -1.62300 7.61249 -5.26645 0.0 0.0 0.0
H -0.23787 7.79865 -4.19038 0.0 0.0 0.0
H -2.63854 9.70583 -4.34896 0.0 0.0 0.0
H -1.06023 10.02461 -5.04265 0.0 0.0 0.0
H -1.28146 11.20440 -2.89160 0.0 0.0 0.0
H -0.02190 9.97950 -2.78206 0.0 0.0 0.0
C 3.43466 -0.10803 -2.13028 0.0 0.0 0.0
C 2.19989 0.63531 -2.62465 0.0 -0.1 0.0
C 2.52885 1.78743 -3.58057 0.0 -0.1 0.0
C 3.35502 2.80349 -2.92979 0.1 0.3 0.1
N 3.97806 3.61145 -2.40110 -0.1 -0.2 -0.1
H 4.09141 0.55853 -1.57069 0.0 0.0 0.0
H 3.17055 -0.93453 -1.47061 0.0 0.0 0.0
H 4.00273 -0.51739 -2.96713 0.0 0.0 0.0
H 1.64412 1.04218 -1.77443 0.0 0.0 0.0
H 1.53426 -0.05865 -3.15076 0.0 0.0 0.0
H 1.61952 2.27741 -3.93311 0.0 0.0 0.0
H 3.06305 1.41467 -4.45654 0.0 0.0 0.0
```
Forces are in eV/Å.

Summary:
Charge ... +1
Largest force on an atom ... 0.4 eV/Å
HOMO-LUMO gap ... 10.1 eV

Mulliken population analysis, charges in e, atoms 1 to 8:
1. C -1.28
2. C 0.74
3. N -0.53
4. C -0.87
5. S 0.10
6. C -0.84
7. C 0.22
8. C -0.84

[4]
A cluster of 4 separate species, C23H55FN3O8S in total, computed with wB97M-V/def2-TZVPD.

```
91
Properties=species:S:1:pos:R:3:forces:R:3
C -5.23038 2.81710 -5.15783 0.2 0.2 -0.1
C -3.96179 3.57072 -5.59123 -0.2 -0.6 -0.5
C -2.68230 2.82880 -5.20780 -0.1 1.0 0.8
F -2.81195 1.55288 -5.87874 0.2 -0.2 -0.3
C -2.44839 2.71174 -3.74189 0.3 -0.9 -0.3
C -1.02147 2.73538 -3.25830 -1.0 0.5 -0.1
S 0.15434 1.64124 -4.11311 0.0 0.0 -0.3
O 0.70934 2.30902 -5.27209 0.1 0.2 -0.1
O -0.41702 0.33255 -4.29977 0.0 -0.4 0.2
H -5.63577 2.24652 -5.99156 -0.1 -0.1 0.0
H -4.99671 2.11683 -4.35993 -0.1 0.0 0.2
H -5.99754 3.50933 -4.81362 -0.1 0.0 0.1
H -3.93297 4.57448 -5.18000 0.1 0.1 0.1
H -3.96988 3.64879 -6.68439 0.0 0.2 0.0
H -1.83858 3.34579 -5.67563 0.1 -0.1 -0.2
H -2.89710 1.77445 -3.39566 -0.3 0.1 0.1
H -0.61492 3.74509 -3.35037 0.5 -0.1 0.0
H -1.02918 2.41994 -2.21736 0.3 -0.1 0.1
H 1.22474 1.44596 -3.27045 0.0 0.1 0.1
C -0.59744 3.62078 0.11014 0.0 0.0 0.1
O 0.06706 2.37450 0.00680 0.0 0.1 0.1
C 1.46453 2.48431 -0.21308 0.0 -0.2 -0.2
C 2.23658 1.96179 0.97766 -0.1 0.0 0.1
N 2.07758 2.83716 2.13226 0.0 -0.1 0.0
C 2.60999 2.29766 3.37714 -0.1 0.2 0.0
C 1.95481 1.04482 3.94542 0.2 -0.1 0.1
O 0.62391 1.23845 4.38666 0.0 0.0 -0.1
C -0.37844 1.07561 3.39706 0.0 0.0 0.1
H -1.66603 3.42331 0.16089 0.0 0.0 0.0
H -0.28268 4.15252 1.01702 0.0 0.1 -0.1
H -0.40386 4.24922 -0.76235 0.0 0.0 0.0
H 1.74538 3.51750 -0.43623 0.0 0.0 0.1
H 1.70962 1.87227 -1.08570 0.0 0.0 0.0
H 3.29865 1.90316 0.72099 0.0 0.0 0.0
H 1.88028 0.94058 1.17297 0.1 0.0 -0.1
H 1.09262 3.03344 2.25591 0.0 0.0 0.0
H 2.53238 3.08325 4.13398 0.0 0.0 0.0
H 3.67728 2.09566 3.24025 0.0 0.0 0.0
H 2.52474 0.75238 4.83106 0.0 0.0 0.0
H 2.00559 0.19945 3.24874 -0.1 0.1 -0.1
H -0.08717 0.33563 2.64770 0.0 0.0 0.0
H -0.61360 2.01556 2.89156 0.0 0.0 -0.1
H -1.28148 0.72856 3.89948 0.0 0.0 0.0
C -1.67079 -6.00203 -7.41996 0.0 0.0 0.1
O -1.92048 -5.18134 -6.30289 0.0 0.0 -0.1
C -1.06284 -4.04111 -6.21389 0.1 0.1 0.1
C -1.83370 -2.75726 -6.39848 -0.1 0.1 -0.1
N -2.31019 -2.61528 -7.76903 -0.1 -0.1 0.1
C -3.20138 -1.47253 -7.96501 0.1 0.0 -0.2
C -4.53660 -1.47496 -7.23636 0.0 0.2 0.0
O -5.43673 -2.48681 -7.67520 0.0 -0.1 0.0
C -5.30906 -3.73137 -7.02234 -0.1 0.1 -0.1
H -2.31403 -6.87692 -7.33076 0.0 0.0 0.0
H -1.89748 -5.49334 -8.36413 0.1 0.0 0.0
H -0.62751 -6.33633 -7.44387 0.0 0.0 0.0
H -0.25580 -4.11374 -6.94912 0.0 0.0 -0.1
H -0.61550 -4.04354 -5.21673 0.0 0.0 0.0
H -1.18261 -1.91070 -6.16577 0.0 0.0 0.1
H -2.65309 -2.75241 -5.66716 0.1 0.0 0.1
H -2.79109 -3.46389 -8.03930 -0.1 0.0 0.0
H -3.40620 -1.39906 -9.03689 0.0 0.0 0.0
H -2.66441 -0.56416 -7.67748 0.0 0.0 0.1
H -5.02657 -0.52277 -7.44929 0.0 0.0 0.0
H -4.41341 -1.52577 -6.14946 0.0 0.0 0.0
H -4.98125 -3.61090 -5.98620 0.0 0.0 0.0
H -4.60942 -4.39804 -7.53683 0.1 0.0 0.1
H -6.29098 -4.20828 -7.02509 0.0 0.0 0.0
C 1.26328 -2.08296 9.19565 0.0 0.1 0.1
O 2.05853 -1.24113 10.00729 0.0 -0.1 -0.1
C 3.17352 -1.88430 10.60878 0.0 0.0 0.2
C 4.46977 -1.33062 10.06108 0.0 0.0 -0.2
N 4.65368 -1.71747 8.67022 0.0 0.1 0.0
C 5.77577 -1.06955 8.00063 0.0 -0.1 0.0
C 5.70935 0.44023 7.80320 0.2 0.0 0.0
O 4.69191 0.85558 6.91572 -0.1 0.0 0.0
C 3.42217 1.08571 7.50086 0.0 0.0 -0.2
H 0.40237 -1.50068 8.87398 0.0 0.0 0.0
H 1.80433 -2.42979 8.30877 0.0 -0.1 0.0
H 0.90933 -2.95370 9.75661 0.0 0.0 0.0
H 3.12447 -2.96682 10.45916 0.0 0.0 -0.1
H 3.12987 -1.68782 11.68422 0.0 0.0 0.0
H 5.30330 -1.72508 10.65036 0.0 0.0 0.0
H 4.44660 -0.24035 10.19974 0.0 0.0 0.1
H 3.80597 -1.50860 8.15849 0.0 0.0 0.0
H 5.87467 -1.52718 7.01350 0.0 0.0 0.0
H 6.69113 -1.30749 8.55260 0.0 0.0 0.0
H 6.65320 0.75234 7.34785 0.0 0.0 0.0
H 5.62454 0.97933 8.75501 -0.1 0.0 0.0
H 3.51098 1.44948 8.52803 0.0 0.0 0.0
H 2.80250 0.18466 7.48909 0.0 0.0 0.1
H 2.91707 1.84456 6.90380 0.0 0.0 0.0
```
Forces are in eV/Å.

Summary:
Charge ... -1
Largest force on an atom ... 1.3 eV/Å
HOMO-LUMO gap ... 4.6 eV

Mulliken population analysis, charges in e, atoms 1 to 8:
1. C -1.01
2. C -0.73
3. C 0.22
4. F -0.24
5. C -1.21
6. C 0.16
7. S 1.05
8. O -0.68

Q: What is the formula in the first record?
A: C5H7NO